1.
DFT (ωB97M-V/def2-TZVPD) results for the molecule C24H28FN3O4S.

Last column: Mulliken charge in e.
Positions of all 61 atoms, in Å:
C1 4.712 -1.051 -2.608  -1.3725
H1 4.848 -1.970 -2.046  0.3284
C2 4.483 0.118 -1.658  -0.4016
C3 3.266 -0.122 -0.786  0.5802
O1 2.552 -1.096 -0.914  -0.6558
N1 3.022 0.837 0.154  0.2365
C4 1.974 0.813 1.075  -0.0879
C5 1.095 -0.223 1.358  -1.1502
C6 0.089 0.017 2.282  -0.2879
C7 -0.006 1.241 2.912  -0.1206
C8 0.902 2.260 2.676  -0.9463
C9 1.895 2.034 1.752  1.4400
C10 2.976 2.954 1.275  -0.9295
H2 3.596 3.307 2.099  0.3706
H3 2.540 3.826 0.785  0.2899
C11 3.772 2.083 0.287  -0.8578
H4 3.870 2.569 -0.686  0.4220
H5 4.777 1.869 0.666  0.3360
H6 0.811 3.194 3.206  0.4041
S1 -1.403 1.574 3.977  1.2901
O2 -0.968 2.317 5.130  -0.7404
O3 -2.111 0.338 4.201  -0.6953
C12 -2.488 2.649 2.972  -1.0067
C13 -2.936 1.863 1.758  -1.1306
C14 -1.957 2.039 0.599  0.9645
O4 -1.072 2.878 0.633  -0.6513
N2 -2.147 1.259 -0.483  0.2062
C15 -3.110 0.197 -0.655  -0.9978
H7 -3.780 0.126 0.199  0.5046
C16 -2.367 -1.127 -0.854  -0.3125
N3 -1.497 -1.021 -2.007  0.2043
C17 -1.111 -2.205 -2.645  -0.1829
C18 0.227 -2.556 -2.833  0.2239
C19 0.563 -3.699 -3.534  -0.8260
C20 -0.441 -4.500 -4.042  0.3176
C21 -1.776 -4.186 -3.862  -0.7276
C22 -2.104 -3.039 -3.169  -0.2908
H8 -3.143 -2.776 -3.045  0.4592
H9 -2.540 -4.830 -4.269  0.4237
F1 -0.114 -5.620 -4.729  -0.3441
H10 1.595 -3.977 -3.675  0.4762
H11 1.016 -1.960 -2.404  0.3124
C23 -0.513 0.026 -1.828  -0.6019
H12 0.092 0.098 -2.732  0.7299
C24 -1.242 1.354 -1.611  -1.5733
H13 -0.530 2.153 -1.403  0.5157
H14 -1.822 1.603 -2.506  0.3244
H15 0.147 -0.167 -0.971  0.2044
H16 -3.083 -1.935 -1.005  0.5652
H17 -1.782 -1.344 0.056  -0.0086
H18 -3.702 0.412 -1.552  0.2609
H19 -3.004 0.814 2.053  0.4733
H20 -3.922 2.196 1.423  0.6571
H21 -3.310 2.926 3.625  0.4637
H22 -1.905 3.524 2.696  0.4896
H23 -0.630 -0.747 2.534  0.5874
H24 1.192 -1.181 0.874  0.5218
H25 5.356 0.262 -1.018  0.3372
H26 4.333 1.038 -2.231  0.2691
H27 5.593 -0.875 -3.220  0.4340
H28 3.851 -1.180 -3.259  0.2754

Properties
LUMO, eV: 0.422
Energy, Eh: -1894.66792
HOMO-LUMO gap, eV: 8.34
SMILES string: CCC(=O)N1CCc2cc(S(=O)(=O)CCC(=O)N3CCN(c4ccc(F)cc4)CC3)ccc21

2.
DFT (ωB97M-V/def2-TZVPD) results for the molecule C24H28FN3OS in a non-equilibrium geometry.

Last column: Mulliken charge in e.
Positions of all 58 atoms, in Å:
O1 4.855 3.161 -1.562  -0.5133
C1 5.064 2.644 -0.268  -0.7413
C2 4.719 1.159 -0.161  -1.0907
H1 5.032 0.776 0.807  0.3872
H2 5.261 0.604 -0.932  0.3411
C3 3.212 0.926 -0.358  -0.2033
N1 2.452 1.660 0.633  0.5920
C4 2.526 1.052 1.940  -1.2568
H3 1.840 1.572 2.611  0.5760
C5 2.210 -0.448 1.966  0.0350
N2 2.993 -1.164 0.968  0.0048
C6 2.669 -2.583 0.945  -1.1182
C7 1.338 -2.849 0.311  0.4241
N3 0.248 -2.261 0.638  -0.1615
C8 -0.775 -2.479 -0.237  -0.5748
C9 -0.444 -3.314 -1.269  -0.4007
S1 1.195 -3.815 -1.156  -0.2116
H4 -1.060 -3.671 -2.067  0.4850
C10 -2.031 -1.766 -0.036  0.7472
C11 -2.895 -1.505 -1.098  -0.6118
C12 -4.048 -0.771 -0.900  -0.6847
C13 -4.332 -0.302 0.370  0.4187
C14 -3.494 -0.547 1.443  -0.5435
C15 -2.342 -1.276 1.232  -0.1460
H5 -1.667 -1.478 2.049  0.4374
H6 -3.748 -0.164 2.419  0.4571
F1 -5.460 0.411 0.567  -0.4158
H7 -4.721 -0.553 -1.714  0.4614
H8 -2.655 -1.860 -2.088  0.3482
H9 3.443 -3.109 0.379  0.4657
H10 2.678 -2.948 1.976  0.3852
C16 2.884 -0.575 -0.360  -0.5032
H11 3.586 -1.104 -1.012  0.5514
H12 1.874 -0.705 -0.777  -0.0408
H13 2.480 -0.852 2.946  0.4650
H14 1.135 -0.612 1.816  -0.0942
H15 3.542 1.201 2.320  0.2877
C17 1.185 2.213 0.219  -1.4857
H16 1.384 2.889 -0.618  0.1407
C18 0.066 1.227 -0.200  1.3979
C19 -1.269 1.900 -0.292  -0.0392
C20 -1.943 2.276 0.865  -0.1259
C21 -3.181 2.886 0.797  -0.9427
C22 -3.771 3.124 -0.433  -0.4084
C23 -3.111 2.754 -1.591  -0.8126
C24 -1.868 2.150 -1.519  -0.0137
H17 -1.359 1.861 -2.429  0.4281
H18 -3.566 2.934 -2.554  0.4115
H19 -4.744 3.589 -0.486  0.4106
H20 -3.695 3.168 1.704  0.3875
H21 -1.493 2.079 1.828  0.4114
H22 0.315 0.783 -1.166  0.5253
H23 -0.003 0.429 0.538  -1.0945
H24 0.816 2.821 1.051  0.4689
H25 2.945 1.334 -1.340  0.7643
H26 4.406 3.219 0.385  0.3134
H27 6.108 2.806 0.040  0.3603
H28 5.387 2.654 -2.186  0.3445

Properties
LUMO, eV: 0.563
Energy, Eh: -1668.89633
HOMO-LUMO gap, eV: 8.50
SMILES string: OCC[C@H]1CN(Cc2nc(-c3ccc(F)cc3)cs2)CCN1CCc1ccccc1

3.
DFT (ωB97M-V/def2-TZVPD) results for the molecule C24H28N2O7.

Last column: Mulliken charge in e.
Positions of all 61 atoms, in Å:
C1 4.381 -0.415 2.320  -0.8842
C2 4.739 0.088 0.928  -0.3748
H1 5.241 1.060 0.976  0.3617
H2 5.369 -0.634 0.404  0.3200
O1 3.560 0.208 0.138  -0.3164
C3 2.936 1.396 0.118  0.2393
O2 3.381 2.409 0.608  -0.6750
C4 1.660 1.281 -0.580  -0.3953
C5 0.799 2.260 -1.045  1.8750
C6 -0.305 1.573 -1.614  0.9837
C7 -0.066 0.206 -1.463  -0.9871
N1 1.116 0.049 -0.855  0.0573
H3 1.529 -0.818 -0.535  0.0470
C8 -0.934 -0.924 -1.891  -0.7479
H4 -0.937 -1.020 -2.984  0.4833
H5 -1.973 -0.746 -1.588  0.4585
O3 -0.443 -2.127 -1.304  -0.0966
C9 -1.216 -3.210 -1.368  0.1546
O4 -2.286 -3.258 -1.910  -0.6249
C10 -0.593 -4.364 -0.590  0.0590
H6 -0.921 -5.305 -1.030  0.5498
C11 -1.052 -4.208 0.872  -0.8058
N2 -0.085 -3.280 1.412  0.3327
C12 1.035 -3.185 0.668  0.3433
O5 1.957 -2.425 0.875  -0.6304
C13 0.918 -4.206 -0.458  -0.8148
H7 1.385 -5.140 -0.139  0.4237
H8 1.410 -3.860 -1.364  0.2850
C14 -0.356 -2.418 2.545  -1.6807
C15 -0.782 -1.035 2.112  0.8351
C16 -2.027 -0.821 1.533  -0.2399
C17 -2.401 0.447 1.123  -0.8661
C18 -1.541 1.517 1.300  -0.3033
C19 -0.300 1.313 1.879  -0.6335
C20 0.080 0.042 2.272  -0.3714
H9 1.055 -0.119 2.707  0.2785
H10 0.377 2.142 2.018  0.4776
H11 -1.838 2.506 0.989  0.5194
H12 -3.369 0.599 0.668  0.4236
H13 -2.716 -1.644 1.407  0.4106
H14 0.563 -2.346 3.133  0.4584
H15 -1.132 -2.893 3.151  0.5004
H16 -1.003 -5.169 1.401  0.4251
H17 -2.069 -3.820 0.949  0.3278
C21 -1.528 2.106 -2.199  0.6395
O6 -2.414 1.414 -2.655  -0.7112
O7 -1.582 3.446 -2.170  -0.3215
C22 -2.769 4.051 -2.676  -0.2986
C23 -3.872 4.074 -1.627  -1.0904
H18 -3.530 4.587 -0.731  0.2881
H19 -4.742 4.590 -2.021  0.4015
H20 -4.154 3.056 -1.368  0.2673
H21 -3.103 3.496 -3.560  0.3124
H22 -2.475 5.064 -2.960  0.3499
C24 1.004 3.727 -0.960  -1.8274
H23 1.948 3.937 -0.467  0.4342
H24 0.192 4.186 -0.399  0.2552
H25 1.002 4.168 -1.955  0.3192
H26 3.830 0.350 2.862  0.2580
H27 5.285 -0.658 2.872  0.4434
H28 3.761 -1.303 2.225  0.0984

Properties
LUMO, eV: 0.609
Energy, Eh: -1567.64549
HOMO-LUMO gap, eV: 8.98
SMILES string: CCOC(=O)c1[nH]c(COC(=O)[C@H]2CC(=O)N(Cc3ccccc3)C2)c(C(=O)OCC)c1C

4.
DFT (ωB97M-V/def2-TZVPD) results for the molecule C24H28N2O7S in a non-equilibrium geometry.

Last column: Mulliken charge in e.
Positions of all 62 atoms, in Å:
C1 -0.958 3.247 -1.567  -1.1551
H1 -1.394 4.141 -1.350  0.4332
O1 -0.713 2.430 -0.614  -0.1667
C2 -1.955 1.780 -0.050  1.5728
C3 -3.265 1.933 -0.629  -1.7005
C4 -4.467 1.420 0.112  -1.0970
C5 -4.377 0.459 1.253  0.4858
C6 -3.039 0.348 1.457  -0.5788
C7 -1.927 0.942 0.956  0.3065
O2 -0.675 0.448 1.631  -0.3795
C8 0.446 1.360 1.427  -0.9259
H2 0.322 2.323 1.534  0.8077
H3 1.243 0.509 1.970  0.0412
H4 0.869 1.121 0.417  0.1467
H5 -2.880 -0.384 2.264  0.3558
C9 -5.532 -0.258 1.681  -0.9198
H6 -5.224 -0.797 2.600  0.3117
H7 -6.403 0.328 1.687  0.4061
C10 -5.587 -1.276 0.494  -1.0763
N1 -4.467 -1.968 0.340  -0.0922
C11 -3.789 -1.601 -0.960  -0.2617
O3 -4.383 -0.986 -1.685  -0.3789
C12 -2.293 -1.686 -0.711  1.2295
C13 -1.354 -1.280 -1.406  0.5946
C14 -0.071 -1.450 -1.136  0.3389
C15 1.364 -1.363 -1.165  -0.7212
C16 2.198 -1.978 -0.209  0.6046
C17 1.849 -2.264 0.944  -0.4549
C18 0.404 -2.712 1.364  -2.5786
C19 -0.411 -2.296 0.380  0.3289
O4 -1.771 -2.260 0.326  -0.4686
H8 0.140 -3.188 2.035  1.3911
H9 2.622 -2.682 1.679  0.3891
S1 3.903 -1.585 -0.469  1.3462
O5 4.107 -1.152 -1.814  -0.7194
O6 4.739 -2.331 0.139  -0.6817
N2 4.117 -0.119 0.403  0.0052
C20 5.222 -0.126 1.746  -0.8032
H10 5.335 -1.128 1.837  0.4528
C21 6.373 0.470 0.865  -0.0947
H11 7.401 0.360 1.630  0.2723
O7 6.154 1.696 0.452  -0.4497
C22 5.142 1.571 -0.696  -0.6856
H12 5.106 2.495 -1.071  0.5525
C23 3.823 1.220 -0.150  -1.1652
H13 3.309 0.988 -0.848  0.7899
H14 3.689 1.773 0.721  0.4784
H15 5.608 0.787 -1.517  0.2593
H16 6.775 -0.287 -0.124  0.1921
H17 4.858 0.572 2.377  0.3710
H18 1.648 -0.867 -2.112  0.4211
C24 -1.398 -0.600 -2.939  -1.8244
H19 -0.599 0.301 -3.007  0.2297
H20 -2.393 -0.448 -2.952  0.6355
H21 -0.987 -1.375 -3.575  0.4374
H22 -3.846 -2.257 1.209  0.3608
H23 -6.126 -1.060 -0.446  0.4672
H24 -6.457 -2.117 1.033  0.2235
H25 -5.355 1.838 -0.324  0.3799
H26 -3.276 2.794 -0.996  1.0674
H27 0.072 3.444 -2.022  0.2481
H28 -1.466 2.785 -2.417  0.4453

Properties
LUMO, eV: -0.508
Energy, Eh: -1964.89759
HOMO-LUMO gap, eV: 7.67
SMILES string: COc1ccc(CCNC(=O)c2oc3ccc(S(=O)(=O)N4CCOCC4)cc3c2C)cc1OC

Computed relative energy (zero: lowest compared OMol25 entry of this formula, charge and spin) (kcal per mole) in order:
16.0, 3.3, 0.0, 534.3
Computed highest occupied orbital energy (eV) in order:
-7.92, -7.93, -8.37, -8.18